Entry 1:
Computed, not measured: a cluster of 2 separate species, C7H16N in total, with ωB97M-V with the def2-TZVPD basis set.

```
! RIJCOSX wB97M-V def2-TZVPD def2/J DEFGRID3
* xyz 0 2
C -0.92 1.21 3.07
C -0.27 1.84 1.85
C -0.12 0.92 0.58
C -0.59 -1.44 0.22
C 0.27 -0.45 0.69
C 1.64 -0.89 1.30
C -0.32 -2.78 -0.46
N 0.08 1.49 -5.68
H -1.46 1.90 3.79
H -0.15 0.68 3.65
H -0.79 2.76 1.59
H 0.71 2.14 2.21
H -0.71 1.03 -0.27
H 1.08 1.29 -5.72
H -1.63 -1.05 0.08
H 1.72 -2.00 1.01
H 2.51 -0.33 0.91
H 1.66 -0.70 2.34
H -0.62 -3.61 0.18
H 0.82 -2.78 -0.52
H -0.68 -2.95 -1.40
H -0.17 2.47 -5.94
H -0.49 0.85 -6.16
H -1.56 0.39 2.68
*
```

## Properties
* DFT total energy: -330.9360 Ha
* <S²>: 0.7852
* LUMO (spin up / spin down): 1.0290 / -0.0373 eV
* Kohn-Sham gap (spin up / spin down): 8.606 / 8.574 eV

---

Entry 2:
Computed, not measured: a structure of composition CN2O5, with ωB97M-V with the def2-TZVPD basis set.

```
! RIJCOSX wB97M-V def2-TZVPD def2/J DEFGRID3
* xyz 0 1
C 1.34 -0.54 -0.12
N 1.04 0.65 0.23
N -1.44 -0.03 0.05
O -1.19 -0.33 1.18
O 1.36 -1.69 -0.14
O 1.39 1.78 0.15
O -2.50 -0.02 -0.50
O -0.42 0.30 -0.80
*
```

## Properties
* DFT total energy: -523.4940 Ha
* LUMO (spin up / spin down): -2.3848 / -2.3851 eV
* Kohn-Sham gap (spin up / spin down): 8.398 / 8.397 eV

---

Entry 3:
Computed, not measured: a cluster of 2 separate species, C5H14 in total, with ωB97M-V with the def2-TZVPD basis set.

```
! RIJCOSX wB97M-V def2-TZVPD def2/J DEFGRID3
* xyz 0 1
C -1.98 -1.39 1.13
C -0.52 -0.89 1.01
C 0.26 -0.69 2.27
H -2.56 -0.94 1.99
H -2.46 -1.09 0.15
H -2.28 -2.18 1.21
H 0.04 -1.30 0.21
H -0.67 0.14 0.60
H 0.49 -1.55 2.89
H 1.20 -0.09 2.08
H -0.34 -0.08 2.92
C 1.27 1.33 -1.33
C 0.90 1.25 -2.80
H 1.60 2.28 -0.89
H 0.34 1.05 -0.79
H 2.09 0.58 -1.05
H 0.21 1.98 -3.12
H 1.85 1.33 -3.36
H 0.56 0.25 -3.10
*
```

## Properties
* DFT total energy: -198.7983 Ha
* LUMO: 1.0628 eV
* SMILES string: CCC.CC
* Kohn-Sham gap: 12.009 eV

---

Entry 4:
Computed, not measured: a structure of composition C20H24AsGaNO4S, with ωB97M-V with the def2-TZVPD basis set.

```
! RIJCOSX wB97M-V def2-TZVPD def2/J DEFGRID3
* xyz -1 1
Ga -0.19 0.04 0.78
O 0.57 2.88 6.88
C 0.48 1.63 6.79
O 0.40 0.71 7.65
C 0.46 1.13 5.35
C 0.27 -0.22 5.08
C 0.24 -0.65 3.76
N 0.41 0.21 2.74
C 0.61 1.51 3.00
C 0.63 2.01 4.28
C 0.82 2.38 1.78
O 1.04 3.56 1.89
O 0.77 1.68 0.66
H 0.16 -0.90 5.91
H 0.08 -1.69 3.50
H 0.77 3.06 4.47
C 0.87 1.36 -2.16
As 1.79 -0.29 -1.92
C 1.31 -1.31 -3.45
C 3.63 0.10 -2.25
S 1.66 -1.35 -0.10
H 1.11 1.71 -3.17
H 1.19 2.07 -1.40
H -0.19 1.16 -2.04
H 1.43 -0.67 -4.33
H 0.29 -1.63 -3.34
H 1.97 -2.17 -3.51
H 3.77 0.41 -3.28
H 4.20 -0.79 -2.05
H 3.95 0.89 -1.57
C -4.02 -1.13 -0.67
C -2.68 -1.36 0.07
C -3.02 -1.48 1.57
C -1.75 -0.15 -0.27
C -2.09 -2.69 -0.43
C -1.87 -3.78 0.42
C -1.39 -5.00 -0.07
C -1.14 -5.17 -1.42
C -1.36 -4.09 -2.29
C -1.81 -2.87 -1.79
H -4.53 -0.26 -0.23
H -4.69 -2.01 -0.58
H -3.85 -0.93 -1.73
H -3.39 -0.51 1.92
H -2.14 -1.72 2.17
H -3.80 -2.24 1.78
H -2.30 0.74 0.03
H -2.06 -3.68 1.49
H -1.22 -5.83 0.62
H -0.79 -6.13 -1.81
H -1.18 -4.20 -3.35
H -1.95 -2.02 -2.45
*
```

## Properties
* DFT total energy: -5691.0673 Ha
* LUMO: 2.0599 eV
* Kohn-Sham gap: 6.189 eV